The following is a quantum chemistry calculation of C54H48BrN4O6ReS as an isolated structure, from the OMol25 dataset.

```
115
C54H48BrN4O6ReS (wB97M-V/def2-TZVPD)
C 1.0265 0.1153 -5.4764
C -0.7213 -3.8732 -3.2655
O 3.0277 -2.9682 -2.0725
H 1.8767 -3.4661 -4.3257
H 5.8799 4.4955 -0.2847
H -3.7888 -3.5831 2.8873
H 0.3774 -3.5402 -0.0813
H -8.4764 2.4824 6.3249
C -1.5197 -4.9983 -3.0976
H -0.6702 -3.4056 -4.2391
H -2.0637 -5.3984 -3.9451
C 1.0877 4.5764 1.8826
H 2.3666 6.1828 2.4422
H -2.2397 -6.4856 -1.7270
C 5.2750 -3.2481 -1.2700
S -3.9290 -2.0932 -1.8401
H 3.2780 1.7514 -2.2749
C -3.5592 -2.1264 -0.1306
H -1.8994 0.1210 1.8000
C 4.5945 3.1894 -1.4087
H 5.8423 -1.8565 -3.5207
C -0.9287 -5.0703 -0.7768
H 4.1848 -1.4959 -4.0421
H -0.2305 6.9164 -0.9025
H 4.8600 -3.4044 -0.2737
C -5.2153 1.9379 1.5985
C -5.3581 1.2202 5.9759
H 0.2436 2.0737 1.5934
H 0.5834 -1.9677 3.4436
C -6.2958 1.6754 2.3340
C 3.6442 1.3256 -0.1970
N -2.4415 -0.2100 -0.8905
H -3.3812 -0.3520 -3.9846
O -0.8185 2.2337 -0.1281
C -0.4922 2.7458 1.1341
C 0.1007 4.1276 1.0060
C 1.0232 -1.5853 -3.7500
C 4.2752 1.7779 0.9553
C -6.3377 1.6736 3.8105
Re -0.4465 0.5383 -0.7863
H 5.4134 -4.2138 -1.7567
H 0.5428 -0.5164 1.4692
H 1.8543 -0.4580 -7.3725
H 1.3342 2.9077 2.8459
H 0.8034 1.1288 -5.7881
C 2.6503 -0.6749 1.0713
C -3.0104 -0.6397 -2.0039
C 2.6280 0.1719 -0.2024
H 0.2702 0.4114 -3.5031
C 1.5039 -1.7636 2.9087
H -4.5288 0.8489 6.5665
O 1.3690 0.8219 -0.3414
C -1.6220 -5.6051 -1.8554
H -8.3330 2.4625 3.8628
C 5.2498 3.6154 -0.2606
H -4.4003 0.7897 4.1097
C 1.5926 5.8662 1.7527
C -5.2775 1.2051 4.5905
H -1.0089 -5.5270 0.2021
C -6.5019 1.6917 6.6047
C 0.0006 -3.3466 -2.1979
C 0.7748 -2.0239 -2.3102
H -2.5171 0.9079 -3.2035
N -1.6959 2.7194 1.9906
Br -5.3569 1.7393 -0.2937
H 5.5735 3.2418 1.8262
H -1.7349 3.4408 2.6973
C 4.8131 -2.2168 -3.5177
C 0.7307 -0.2955 -4.1830
C -3.5270 -2.8572 2.1283
C -0.1323 -3.9487 -0.9463
C -0.3638 4.9793 0.0051
H 4.6977 3.7480 -2.3313
H -1.1248 4.6159 -0.6740
H -4.5096 -3.9366 0.5422
C 3.8633 -2.0667 2.6286
H -6.5639 1.7013 7.6856
C -7.4953 2.1136 4.4563
C 5.0820 2.9100 0.9199
C 2.1068 -2.0669 -1.5106
N -2.8490 -0.0430 -3.1885
H 6.2403 -2.7472 -1.1828
H 4.1355 1.2680 1.8982
C 1.6258 -2.4637 -4.6480
C 1.9156 -2.0599 -5.9433
H 4.7632 -3.1752 -4.0360
C -2.7922 -1.0174 0.2045
C 2.8612 -0.7291 -1.4499
C 4.3384 -2.3891 -2.0891
C 1.6201 -0.7709 -6.3628
H -2.5408 -1.5516 3.5186
H 1.8461 -2.3856 -0.5031
H 1.5118 7.7067 0.6779
H 4.7535 -1.0714 0.9506
C 0.1341 6.2617 -0.1214
C -3.9263 -3.0667 0.8177
H -7.2275 1.4587 1.8246
H 2.6151 -0.1252 -2.3293
C -3.9363 2.4549 2.0995
O 4.2121 -1.1200 -1.4610
C -7.5735 2.1315 5.8397
C -2.4305 -0.7870 1.5254
O -0.0121 -1.0933 -1.5983
N -2.8470 2.2541 1.4731
C 1.4871 -0.9425 1.7884
O 1.6050 3.8282 2.9034
H 2.7178 -2.9633 4.2101
C 3.7966 2.0591 -1.3732
C 1.1155 6.7022 0.7617
H 2.3892 -2.7552 -6.6264
C -2.8005 -1.7198 2.4808
C 2.6970 -2.3259 3.3353
H 4.8017 -2.4970 2.9576
H -3.9726 3.0160 3.0344
C 3.8421 -1.2539 1.5036
```

Its energy above the lowest of the compared OMol25 structures with the same formula, charge and spin is 10.5 kcal per mole. Its multiplicity is 4. As for the orbital gap (alpha / beta): 6.0 / 5.5 eV. As for the charge: +1.

Atom charges from the Mulliken analysis, given in e for atoms 1 to 4: number 1, C, carries -1.13; number 2, C, carries -0.28; number 3, O, carries -0.45; number 4, H, carries 0.60


The following is a quantum chemistry calculation of C54H48N6NaS5 as an isolated structure, from the OMol25 dataset.

```
114
C54H48N6NaS5 (wB97M-V/def2-TZVPD)
H -2.9861 -7.7371 -1.4532
C 2.9299 -3.5905 -0.1945
C -3.1915 0.2314 6.9550
H 3.8605 -0.1713 1.0837
C 5.0449 -4.3303 0.6296
C -5.6902 5.0247 0.5576
H 3.0970 2.3002 -2.0399
S -1.1261 2.3943 0.1752
H 1.9728 -7.6108 -3.0065
H -5.1088 8.3444 0.2478
H 6.0886 -4.5655 0.4689
C 4.4851 -4.4536 1.8968
C 0.2098 -0.3355 -4.6871
C -3.0034 -5.7767 -0.5838
N 2.1440 0.2512 -0.7050
C 0.0527 -0.8341 -3.4035
H -1.8565 -2.4459 -6.3466
C -1.3080 -2.0036 -5.5254
H 1.8580 -2.8572 -4.4049
C -2.3548 0.8112 6.0152
C -0.8262 2.6621 5.2581
C -1.4703 -2.5106 -4.2432
H 5.9839 -0.6363 2.3244
H -3.6371 2.6758 -0.2422
H -4.5729 3.7480 3.0054
C -1.2038 2.0378 2.9078
H 0.5627 -0.3524 -2.5767
H 4.4967 0.1965 -6.2929
C -1.5596 -4.1696 -1.6208
C -0.7582 -1.9424 -3.1947
H -0.3344 -0.5395 -6.7525
H -2.1713 0.3152 5.0685
C -3.3353 5.4633 0.3998
H 2.1330 -5.8191 -1.3082
C 4.2033 0.6608 -5.3605
H 4.3071 2.6549 -6.1433
C -2.6314 3.7209 3.9139
H -2.8054 -3.7121 0.0438
S -0.9679 -2.4769 -1.4970
C 2.0426 -5.5723 -2.3584
C 4.7516 -0.5180 0.5743
C -1.9540 2.6482 7.5092
S -0.1527 0.7553 2.9317
H -2.3408 4.6733 3.4625
H -4.0730 2.1510 3.5982
C 3.1482 -4.1500 2.1094
C -1.6580 -6.4015 -2.4776
H -2.1517 -3.3318 -4.0714
H 7.9846 -1.3832 1.0805
C 1.8835 -3.9000 -4.1144
C 1.7702 -4.9128 -5.0529
C 3.4302 1.8618 -2.9736
C -3.5972 6.8206 0.3016
C 4.0949 2.0436 -5.2757
N 2.8220 -1.8644 -2.2943
N -1.4942 2.8001 3.9602
H -6.9760 6.7392 0.4730
N -3.2092 2.7843 1.7775
H 3.6160 3.7198 -4.0239
H -0.5301 3.6631 5.5786
C 4.7083 -0.7017 -0.7971
H -1.4738 3.5962 7.7259
N -1.7295 -1.6307 -0.6004
C -5.9537 6.3845 0.4523
C 7.0054 -1.3582 -0.8274
C 7.0588 -1.1937 0.5524
C 1.9454 -6.5736 -3.3126
H 1.3070 -3.4797 1.1957
C -3.4088 0.8563 8.1777
H 1.7246 -7.0294 -5.3940
H 2.7181 -4.2498 3.0971
S 2.0062 -2.9555 -1.5684
H 3.9905 -1.2075 -4.3152
H 1.6579 -4.6608 -6.0992
C 5.8250 -1.1142 -1.5105
N 0.6224 -2.6763 -0.9678
C 1.8049 -6.2443 -4.6535
C -4.9072 7.2841 0.3270
H -4.0611 0.4009 8.9113
H 4.6902 -3.7747 -1.4157
H -6.5104 4.3224 0.6602
H 0.0733 2.0721 5.1032
H 7.8875 -1.6705 -1.3714
C 3.5503 0.4829 -3.0672
H -3.6711 -0.7144 6.7374
C 3.7078 2.6435 -4.0854
H -1.3404 -7.1429 -3.1999
H -2.9544 2.5547 9.4043
C -1.9384 2.4190 1.6131
C -2.4942 -4.4881 -0.6449
C -4.1036 3.0780 0.6536
C 4.2668 -3.8916 -0.4261
C -3.7293 3.0687 3.1136
H -2.9544 3.8998 4.9377
H -2.3133 5.1019 0.3638
C -1.7300 2.0276 6.2877
C -0.4584 -0.9291 -5.7503
C -2.7875 2.0628 8.4548
C -2.5842 -6.7332 -1.4975
H -2.7771 7.5193 0.1973
H -5.0348 2.5350 0.8304
C 3.9285 -0.1290 -4.2552
H 5.0984 -4.7893 2.7232
H -0.4342 -4.8655 -3.3236
C -1.1386 -5.1182 -2.5433
S 3.1147 -0.3912 -1.5642
Na 0.0300 -0.2297 0.2115
H 0.8529 0.5206 -4.8517
C -4.3833 4.5541 0.5292
C 2.0196 -4.2511 -2.7763
C 5.9365 -0.7742 1.2520
H 5.7785 -1.2394 -2.5844
H -3.7330 -6.0305 0.1737
C 2.3530 -3.7178 1.0573
```

Its energy above the lowest of the compared OMol25 structures with the same formula, charge and spin is 2.7 kcal per mole. As for the orbital gap: 8.1 eV. As for the charge: +1.

Atom charges from the Mulliken analysis, given in e for atoms 1 to 4: number 1, H, carries 0.42; number 2, C, carries 0.16; number 3, C, carries -0.75; number 4, H, carries 0.63


The following is a quantum chemistry calculation of C54H51AsN2O3S2TeTl as an isolated structure, from the OMol25 dataset.

```
115
C54H51AsN2O3S2TeTl (wB97M-V/def2-TZVPD)
C -4.8522 -2.9498 3.2109
C -0.2253 1.8399 -1.9939
C -2.0643 1.0517 -3.8485
H -5.0471 5.4914 1.1951
C 0.5962 -2.2921 4.5838
Tl -2.3068 -2.8085 -2.8189
H -1.1822 -0.1684 3.9098
Te 1.3574 -1.3268 2.8306
H 2.6434 2.7343 -3.5476
C 0.7641 3.7215 -0.8553
H 3.7290 0.4086 1.1226
C 0.8463 1.7975 -2.9219
C 1.8176 3.7091 -1.7960
H -3.8905 3.2600 -5.6231
O -0.3765 -3.7388 -3.6985
C -3.6341 -1.7129 1.3810
H -4.0597 3.8247 2.6952
C -1.5421 2.2063 1.1235
C 3.6813 -5.0870 3.3381
H 2.6426 -4.6309 -5.9134
H 0.0781 -2.3987 -6.5077
H 2.4670 0.8238 3.8172
C 4.5937 -1.2690 1.9267
As 0.3026 -4.4192 -5.0729
C 0.6818 -1.2369 5.6537
H 6.1274 0.1422 1.5233
C 4.9879 -4.6824 3.3315
S -1.6021 0.7440 -2.1683
C -2.4427 4.6295 -1.5406
C -3.7427 -2.0617 2.7302
H -0.3941 -2.7086 4.4198
C -4.3232 5.2516 0.4274
H 0.8476 1.0517 -3.7075
H 0.4040 -3.8357 -7.5048
C 1.8762 0.6566 6.5405
H -1.9443 -0.3063 -6.9318
C -2.6468 -0.8562 0.9280
C 2.6918 -4.1445 3.0493
H 7.9414 -1.2716 2.4273
H 3.4650 -0.5777 4.2835
C -2.8431 2.1711 -4.1164
N 2.9677 -2.8995 2.6945
C -2.4696 2.5366 2.1484
H -4.3531 -2.1098 0.6747
O -1.0464 -0.6646 -2.0948
H 2.5093 -5.2061 -4.2382
C -2.9750 1.4992 -6.4385
C 1.7947 5.5956 0.2650
H 3.5988 6.3623 -0.6428
H -2.9095 -1.7267 4.6768
H -2.6188 -0.5661 -0.1105
H -1.2238 -3.5701 -6.8496
C -2.1951 0.3860 -6.1386
H 3.3934 -6.0897 3.6169
H 5.7756 -5.3591 3.6394
C 0.0991 -0.3568 7.8087
C 1.1025 0.5966 7.6889
C 4.2815 -2.5185 2.5109
H 1.2748 1.3027 8.4891
C -3.2832 2.3899 -5.4082
C -3.3552 3.5395 1.9253
C -1.7368 0.1523 -4.8483
H -3.1060 2.8636 -3.3253
H -3.4788 0.8296 -8.4208
H -5.0474 6.7041 -0.9461
H 0.0110 4.6709 0.9453
C 2.4489 -0.1819 4.2320
H -3.3882 6.1383 -2.6992
C -1.8161 -0.6608 3.1795
H -5.7174 -2.3493 3.4976
C 2.8385 4.6817 -1.7017
H 3.2175 -1.0099 0.4729
H -0.5151 -0.3859 8.6978
C -2.8233 -1.5144 3.6174
C -3.3763 5.6029 -1.7596
H -1.3627 -6.2395 -5.3854
H -4.4649 2.1721 -7.8345
C -0.2947 2.7675 -0.9889
H 1.8037 6.3186 1.0688
C 0.7896 4.6729 0.1928
C 2.2065 -4.4283 -4.9365
H 7.4575 -3.5712 3.1843
C -0.1136 -1.2751 6.7931
H -5.1773 -3.6396 2.4342
C 6.9262 -1.6430 2.4409
H 2.6362 1.4207 6.4400
C -0.2766 -6.2209 -5.3102
C -4.3235 5.9223 -0.7640
C -2.4219 3.9240 -0.3144
C -3.3757 4.2352 0.6784
H -0.8837 -2.0294 6.8936
C -3.4624 1.7472 -7.8361
H -2.4520 2.0063 3.0900
H -1.7124 4.3973 -2.3072
O 0.4223 0.9127 2.5761
H 2.5379 -3.4540 -4.5829
C 6.6606 -2.9096 2.8733
C 2.8228 5.6122 -0.7011
C 1.8355 2.7216 -2.8276
S -0.4466 0.8165 1.3016
H -4.5507 -3.5272 4.0832
C -1.4604 2.9020 -0.0604
C -0.1582 -3.4510 -6.6556
C -1.7237 -0.3481 1.8334
H 0.0417 -6.8068 -4.4492
H -2.8080 2.4564 -8.3459
H 0.1601 -6.6378 -6.2164
C 5.3253 -3.3768 2.9116
H 1.6454 -4.4056 3.1481
C 5.8886 -0.8283 1.9393
H 1.3021 -3.0957 4.7998
N 3.5082 -0.5578 1.3387
H -1.0946 -0.6944 -4.6245
C 1.6606 -0.2574 5.5166
H 3.6319 4.6778 -2.4381
```

Its energy above the lowest of the compared OMol25 structures with the same formula, charge and spin is 0.1 kcal per mole. As for the orbital gap: 6.5 eV. As for the charge: +3.

Atom charges from the Mulliken analysis, given in e for atoms 1 to 4: number 1, C, carries -1.64; number 2, C, carries 1.75; number 3, C, carries -0.10; number 4, H, carries 0.49


The following is a quantum chemistry calculation of a 9-piece molecular cluster, C54H52F2O14 overall at a distorted geometry, from the OMol25 dataset.

```
122
C54H52F2O14 (wB97M-V/def2-TZVPD)
H 8.8412 7.0725 15.3874
H 7.2977 -4.9332 22.7487
H 7.9985 -2.9926 19.7057
C 10.8491 8.3940 18.5343
H 9.5999 0.4304 25.3216
C 9.3956 -3.1429 24.0529
H 10.4079 7.0762 21.7914
H 9.1651 4.8627 18.1452
H 7.3426 5.2338 13.8720
O 8.7489 0.2843 24.9021
C 7.7744 -2.3767 18.8473
F 9.6034 -0.1573 20.0288
H 9.4899 5.1809 26.8373
C 7.8860 3.0821 19.5124
C 8.5483 2.8694 21.8226
C 7.6832 6.7159 23.2166
H 9.6757 0.9064 14.0713
C 8.8616 2.4744 12.6998
C 5.0135 7.1228 17.6962
H 7.5678 4.5804 21.0488
C 4.9024 5.8161 17.2667
C 11.2586 -2.8225 20.2321
O 7.5685 4.2219 16.2698
C 5.8943 3.9960 25.9172
C 8.6153 -0.9348 24.3535
O 7.7150 6.8041 27.2880
C 10.4184 6.1226 19.3519
O 9.3737 -3.5319 17.4687
O 8.2330 -4.7271 22.8150
H 6.3800 -0.4799 15.7334
C 9.4309 6.8838 17.2807
C 13.4841 -3.9091 18.8820
C 13.4805 -2.5988 19.3708
C 8.3019 -2.6499 17.6248
H 4.6115 4.1213 20.2159
H 14.3587 -0.8477 19.3700
H 8.2120 1.2225 18.3589
H 10.3927 -1.5996 25.0914
C 11.0085 7.3817 19.5101
H 9.8253 -4.5741 21.0748
C 8.3552 1.7778 19.2741
C 6.4965 7.3949 23.2814
C 11.3351 -4.1681 19.9210
H 5.2298 5.8464 26.7511
O 5.2118 0.0652 17.8582
H 9.6823 1.0881 11.6678
H 4.8958 3.5864 25.9588
C 8.1298 3.6988 15.1328
C 8.8232 2.4719 15.1681
H 8.1369 4.2174 11.7853
H 5.1870 0.6912 17.1309
C 9.5951 5.8488 18.2408
H 6.4905 -2.5501 22.2673
C 8.6525 7.1937 22.3570
O 6.6907 1.9001 25.2590
C 12.4290 -4.7022 19.2299
C 6.2227 -0.8607 17.8112
H 4.6590 9.1360 23.4396
C 6.7042 -1.4734 18.9429
C 6.8459 -0.9875 16.5650
H 9.8087 8.9279 16.7602
H 6.0980 -1.2955 19.8189
C 8.4205 8.3066 21.5108
H 8.6979 3.2489 22.8226
H 5.6561 7.0745 23.8793
H 14.3598 -4.2379 18.3421
C 7.5926 -1.2022 23.4647
C 7.2351 8.9220 21.6121
C 8.2606 3.7111 12.7312
C 7.0127 3.2117 25.6044
F 5.0246 5.5927 15.9283
H 7.8425 5.1415 16.3004
H 6.8553 -0.4170 23.3853
C 4.7054 4.9649 19.5480
C 5.0228 7.3681 19.1107
H 5.2138 8.3755 19.4502
O 10.2051 -4.9621 20.2831
H 10.3959 -2.4389 20.7564
H 12.4258 -5.6630 18.7368
C 9.0864 1.0749 20.2587
C 12.3471 -2.0020 19.9875
H 8.0056 5.9275 23.8806
H 9.1150 2.8994 25.7052
O 9.9017 6.5503 22.4150
H 11.3045 9.3436 18.7733
C 4.8051 4.7769 18.1472
C 8.2991 3.5955 25.8328
H 10.0892 -3.9349 24.2935
C 9.1731 1.6466 21.5431
O 8.6701 6.5521 16.1757
C 9.1834 1.8634 13.9798
H 10.5448 5.3626 20.1086
C 7.4657 5.6327 26.6976
H 9.6196 1.0857 22.3508
H 7.5294 1.4371 25.1974
H 4.6427 3.7782 17.7696
C 8.3137 -3.4271 23.2782
C 9.4936 -1.9009 24.5744
H 7.3957 3.6610 18.7437
C 7.9094 4.3156 13.9168
H 4.7272 6.4722 21.0922
O 14.5901 -1.7707 19.2429
H 5.2321 7.8421 16.9209
O 9.1186 1.8421 11.4799
C 8.5272 4.7972 26.5334
H 6.9649 7.3863 27.4293
H 11.9829 8.5870 20.7913
C 6.1004 5.2969 26.4248
C 6.2113 8.4161 22.4584
H 12.2923 -0.9713 20.3051
H 9.1632 1.9252 16.0352
H 8.4512 -2.0289 15.5798
C 4.8606 6.2530 20.0431
O 5.0131 9.0764 22.5492
H 9.1077 8.7110 20.7825
C 7.9686 3.6042 20.8190
O 11.5885 7.7132 20.7407
C 7.3684 -2.4473 22.8880
H 7.0583 9.8812 21.1484
H 9.6190 -3.8566 18.3382
C 9.8824 8.1723 17.5282
C 7.8722 -1.9662 16.4894
```

Its energy above the lowest of the compared OMol25 structures with the same formula, charge and spin is 75.9 kcal per mole. As for the orbital gap: 8.2 eV. Its SMILES is Oc1ccc(O)cc1.Oc1ccc(O)cc1.Oc1ccc(O)cc1.Oc1ccc(O)cc1.Oc1ccc(O)cc1.Oc1ccc(O)cc1.Oc1ccc(O)cc1.Fc1ccccc1.Fc1ccccc1. As for the charge: 0.

Atom charges from the Mulliken analysis, given in e for atoms 1 to 4: number 1, H, carries 0.24; number 2, H, carries 0.33; number 3, H, carries 0.56; number 4, C, carries -0.64


- Which of these has the highest charge?
  C54H51AsN2O3S2TeTl


- Among the records above, which one has the highest charge?
  C54H51AsN2O3S2TeTl


- Among the records above, which one has the highest charge?
  C54H51AsN2O3S2TeTl